(1)
ORCA calculation (ωB97M-V with the def2-TZVPD basis set) on 5 unconnected molecules or ions with the total composition C79H75BCl3FO16S.

Values from the calculation:
* largest force on an atom: 0.016 hartree/bohr
* SMILES string: CCC[C@H](C)[C@@]1(COO)[C@](COCC)([C@@H](Cl)[C@H](C)Cl)[C@@H](CCCF)[C@](B(O)OC)([C@@H](Cl)CC)OS1(=O)=O.O=C1c2ccccc2C(=O)c2ccccc21.O=C1c2ccccc2C(=O)c2ccccc21.O=C1c2ccccc2C(=O)c2ccccc21.O=C1c2ccccc2C(=O)c2ccccc21
* HOMO-LUMO gap: 8.34 eV
* energy relative to the best compared isomer or geometry (same formula, charge and spin): 0.0000 eV

Atoms and positions in Å:
C (-0.313, -1.163, 4.654)
C (0.266, -1.533, 3.286)
C (-0.082, -0.485, 2.203)
C (0.115, -1.082, 0.795)
C (1.639, -1.084, 0.550)
C (-0.803, -0.606, -0.424)
C (-1.086, -1.933, -1.207)
O (0.016, -2.842, -1.119)
O (-0.339, -3.942, -0.258)
C (-2.153, 0.225, 0.009)
C (-2.828, -0.715, 1.043)
O (-4.194, -0.921, 0.763)
C (-4.730, -1.981, 1.533)
C (-6.192, -2.153, 1.164)
C (-3.164, 0.613, -1.194)
Cl (-3.657, -0.741, -2.256)
C (-4.578, 1.275, -0.999)
C (-5.114, 1.696, -2.387)
Cl (-4.703, 2.735, 0.041)
C (-1.742, 1.657, 0.597)
C (-1.963, 2.009, 2.093)
C (-3.321, 1.800, 2.802)
C (-3.138, 1.269, 4.207)
F (-2.407, 2.205, 4.959)
C (-0.385, 2.359, 0.132)
B (0.621, 2.801, 1.343)
O (0.382, 3.860, 2.202)
O (1.799, 2.139, 1.366)
C (2.751, 2.367, 2.397)
C (-0.697, 3.613, -0.746)
Cl (-1.737, 4.780, 0.128)
C (0.549, 4.305, -1.302)
C (1.078, 3.733, -2.629)
O (0.529, 1.592, -0.725)
S (0.097, 0.388, -1.622)
O (-0.812, 0.826, -2.641)
O (1.313, -0.243, -2.035)
H (0.123, -0.239, 5.042)
H (-0.158, -1.960, 5.383)
H (-1.394, -1.002, 4.582)
H (-0.147, -2.503, 2.994)
H (1.349, -1.615, 3.393)
H (-1.095, -0.188, 2.421)
H (0.605, 0.353, 2.357)
H (-0.149, -2.135, 0.920)
H (2.010, -0.110, 0.236)
H (2.135, -1.330, 1.490)
H (1.941, -1.814, -0.194)
H (-1.263, -1.765, -2.268)
H (-1.962, -2.423, -0.786)
H (-0.847, -4.515, -0.851)
H (-2.740, -0.338, 2.060)
H (-2.323, -1.691, 1.067)
H (-4.162, -2.902, 1.344)
H (-4.638, -1.742, 2.602)
H (-6.783, -1.313, 1.538)
H (-6.584, -3.066, 1.615)
H (-6.307, -2.211, 0.079)
H (-2.630, 1.313, -1.827)
H (-5.268, 0.546, -0.586)
H (-5.863, 0.988, -2.741)
H (-5.606, 2.667, -2.308)
H (-4.316, 1.794, -3.123)
H (-2.464, 2.315, 0.127)
H (-1.169, 1.643, 2.748)
H (-1.834, 3.093, 2.096)
H (-4.012, 1.136, 2.284)
H (-3.840, 2.757, 2.910)
H (-2.547, 0.352, 4.236)
H (-4.089, 1.136, 4.724)
H (-0.003, 3.647, 3.048)
H (2.315, 2.198, 3.386)
H (3.565, 1.658, 2.250)
H (3.144, 3.381, 2.339)
H (-1.314, 3.279, -1.587)
H (1.353, 4.342, -0.561)
H (0.269, 5.348, -1.474)
H (0.358, 3.078, -3.117)
H (1.990, 3.150, -2.476)
H (1.332, 4.544, -3.314)
O (-0.352, 9.767, 1.252)
C (0.000, 9.582, 2.396)
C (0.947, 10.519, 3.071)
C (1.411, 11.626, 2.372)
C (2.273, 12.519, 2.985)
C (2.673, 12.312, 4.301)
C (2.222, 11.205, 5.000)
C (1.363, 10.302, 4.386)
C (0.912, 9.099, 5.149)
O (1.315, 8.891, 6.273)
C (-0.045, 8.172, 4.482)
C (-0.503, 7.059, 5.178)
C (-1.412, 6.201, 4.582)
C (-1.868, 6.451, 3.293)
C (-1.407, 7.550, 2.590)
C (-0.491, 8.412, 3.179)
H (1.087, 11.774, 1.351)
H (2.634, 13.380, 2.439)
H (3.340, 13.016, 4.781)
H (2.528, 11.027, 6.022)
H (-0.141, 6.883, 6.181)
H (-1.773, 5.336, 5.125)
H (-2.583, 5.780, 2.834)
H (-1.749, 7.752, 1.584)
O (-5.842, -7.836, -0.803)
C (-4.918, -8.060, -1.554)
C (-4.507, -9.455, -1.885)
C (-5.222, -10.512, -1.337)
C (-4.878, -11.815, -1.654)
C (-3.819, -12.068, -2.520)
C (-3.097, -11.018, -3.059)
C (-3.434, -9.708, -2.741)
C (-2.632, -8.593, -3.321)
O (-1.667, -8.808, -4.023)
C (-3.057, -7.198, -3.012)
C (-2.349, -6.140, -3.572)
C (-2.742, -4.837, -3.315)
C (-3.842, -4.586, -2.496)
C (-4.546, -5.635, -1.934)
C (-4.153, -6.944, -2.186)
H (-6.045, -10.299, -0.670)
H (-5.437, -12.638, -1.228)
H (-3.559, -13.087, -2.773)
H (-2.270, -11.202, -3.731)
H (-1.501, -6.350, -4.210)
H (-2.199, -4.011, -3.761)
H (-4.139, -3.564, -2.304)
H (-5.401, -5.456, -1.297)
O (2.219, -11.675, -10.417)
C (1.900, -10.604, -9.946)
C (2.110, -9.336, -10.704)
C (2.659, -9.398, -11.979)
C (2.837, -8.237, -12.711)
C (2.466, -7.009, -12.175)
C (1.929, -6.940, -10.901)
C (1.752, -8.101, -10.160)
C (1.186, -7.999, -8.782)
O (0.920, -6.922, -8.294)
C (0.957, -9.268, -8.034)
C (0.401, -9.207, -6.762)
C (0.155, -10.371, -6.055)
C (0.465, -11.604, -6.620)
C (1.030, -11.674, -7.883)
C (1.281, -10.507, -8.593)
H (2.939, -10.361, -12.382)
H (3.263, -8.287, -13.705)
H (2.599, -6.104, -12.753)
H (1.641, -5.992, -10.467)
H (0.161, -8.243, -6.336)
H (-0.280, -10.310, -5.070)
H (0.266, -12.516, -6.071)
H (1.280, -12.625, -8.332)
O (6.888, 8.905, 6.278)
C (6.723, 7.741, 5.985)
C (5.573, 7.310, 5.140)
C (4.688, 8.269, 4.666)
C (3.629, 7.893, 3.858)
C (3.445, 6.558, 3.515)
C (4.320, 5.598, 3.995)
C (5.381, 5.967, 4.811)
C (6.292, 4.906, 5.327)
O (6.095, 3.735, 5.083)
C (7.457, 5.338, 6.154)
C (8.344, 4.376, 6.620)
C (9.444, 4.757, 7.369)
C (9.663, 6.100, 7.656)
C (8.778, 7.061, 7.202)
C (7.670, 6.685, 6.452)
H (4.839, 9.305, 4.937)
H (2.949, 8.642, 3.484)
H (2.617, 6.268, 2.880)
H (4.196, 4.554, 3.749)
H (8.161, 3.337, 6.385)
H (10.135, 4.006, 7.730)
H (10.527, 6.395, 8.236)
H (8.932, 8.109, 7.419)

Atoms 1-3, force components in eV/Å:
C -0.1205 0.0620 -0.1511
C -0.2130 0.2760 0.1638
C 0.4008 -0.5514 0.3570


(2)
ORCA calculation (ωB97M-V with the def2-TZVPD basis set) on a molecular structure, C7AgCl5F3O3S in a non-equilibrium geometry.

Values from the calculation:
* total charge: -1
* largest force on an atom: 0.046 hartree/bohr
* HOMO-LUMO gap: 8.60 eV

Atoms and positions in Å:
Ag (1.080, 0.171, 0.325)
Cl (0.131, 2.738, -1.686)
C (-1.092, 1.533, -1.559)
C (-0.832, 0.459, -0.700)
C (-1.877, -0.473, -0.637)
Cl (-1.636, -1.823, 0.398)
C (-3.079, -0.359, -1.324)
Cl (-4.297, -1.564, -1.212)
C (-3.292, 0.754, -2.129)
Cl (-4.790, 0.962, -2.939)
C (-2.276, 1.693, -2.270)
Cl (-2.515, 3.032, -3.313)
F (3.121, -1.182, 3.986)
C (2.735, -1.437, 2.729)
F (1.391, -1.364, 2.717)
F (3.062, -2.708, 2.476)
S (3.468, -0.259, 1.450)
O (3.115, -0.919, 0.209)
O (4.862, -0.209, 1.764)
O (2.721, 0.955, 1.714)

Atoms 1-3, force components in eV/Å:
Ag -2.0214 0.4909 -1.1015
Cl 0.3783 0.4767 -0.1917
C 0.0460 -0.5808 0.5375


(3)
ORCA calculation (ωB97M-V with the def2-TZVPD basis set) on a molecular structure, C7F27HfN3O15PS7 in a non-equilibrium geometry.

Values from the calculation:
* total charge: -1
* largest force on an atom: 0.068 hartree/bohr
* HOMO-LUMO gap: 10.04 eV
* energy relative to the best compared isomer or geometry (same formula, charge and spin): 0.0000 eV

Atoms and positions in Å:
Hf (0.116, -0.059, 0.093)
C (-4.044, 0.004, 2.119)
F (-4.744, -0.031, 0.992)
F (-4.853, 0.301, 3.136)
F (-3.505, -1.190, 2.362)
S (-2.687, 1.277, 2.095)
O (-1.690, 0.798, 1.093)
O (-3.309, 2.495, 1.674)
O (-2.158, 1.187, 3.425)
P (-0.226, -3.221, 0.978)
F (0.681, -1.984, 1.657)
F (-1.354, -2.004, 1.011)
F (0.255, -2.504, -0.424)
F (-1.309, -4.094, 0.247)
F (0.969, -4.224, 0.734)
F (-0.496, -3.760, 2.417)
C (0.465, 3.095, 3.320)
F (-0.027, 2.448, 4.346)
F (-0.480, 3.605, 2.574)
F (1.294, 4.028, 3.720)
S (1.464, 1.827, 2.300)
O (2.839, 1.982, 2.586)
O (0.946, 0.465, 2.352)
N (1.036, 1.979, 0.651)
S (1.288, 3.501, 0.175)
O (0.066, 4.110, -0.240)
O (2.170, 4.246, 1.025)
C (2.340, 3.269, -1.354)
F (3.595, 2.983, -1.066)
F (1.847, 2.272, -2.095)
F (2.274, 4.400, -2.046)
C (2.708, -2.663, -2.461)
F (3.219, -3.379, -1.486)
F (3.468, -2.645, -3.526)
F (1.520, -3.161, -2.746)
S (2.435, -0.857, -1.926)
O (3.413, -0.038, -2.542)
O (1.046, -0.493, -2.160)
N (2.300, -0.774, -0.207)
S (3.858, -0.743, 0.293)
O (4.735, -1.458, -0.587)
O (4.248, 0.568, 0.699)
C (3.868, -1.733, 1.871)
F (5.042, -1.569, 2.462)
F (2.933, -1.291, 2.702)
F (3.645, -3.011, 1.614)
C (-3.327, 1.814, -2.090)
F (-4.104, 0.852, -1.628)
F (-3.767, 2.287, -3.226)
F (-3.204, 2.748, -1.188)
S (-1.598, 1.058, -2.375)
O (-1.259, 1.180, -3.744)
O (-0.652, 1.656, -1.423)
N (-1.561, -0.433, -1.501)
S (-2.194, -1.532, -2.545)
O (-2.867, -0.973, -3.683)
O (-1.249, -2.577, -2.774)
C (-3.604, -2.349, -1.590)
F (-3.490, -3.656, -1.764)
F (-3.531, -2.079, -0.293)
F (-4.795, -1.946, -2.033)

Atoms 1-3, force components in eV/Å:
Hf -1.2185 0.5618 0.2239
C 0.8155 0.0517 0.2035
F -0.0515 0.0170 0.0495


(4)
ORCA calculation (ωB97M-V with the def2-TZVPD basis set) on a single C7H10 molecule in a non-equilibrium geometry.

Values from the calculation:
* largest force on an atom: 0.101 hartree/bohr
* SMILES string: C=CC(=C)C(=C)C
* HOMO-LUMO gap: 8.58 eV
* energy relative to the best compared isomer or geometry (same formula, charge and spin): 4.3218 eV

Atoms and positions in Å:
C (2.244, 0.007, 1.603)
C (1.144, -0.564, 1.024)
C (0.357, 0.406, 0.204)
C (0.972, 1.451, -0.483)
C (-0.847, -0.309, -0.337)
C (-1.225, -1.604, -0.127)
C (-2.017, 0.521, -0.995)
H (3.103, -0.459, 2.242)
H (2.721, 0.991, 1.381)
H (1.200, -1.587, 0.756)
H (1.992, 1.392, -0.714)
H (0.340, 1.936, -1.199)
H (-0.682, -2.381, 0.524)
H (-2.278, -1.843, -0.422)
H (-1.833, 0.953, -2.023)
H (-2.797, -0.077, -1.199)
H (-2.394, 1.165, -0.236)

Atoms 1-3, force components in eV/Å:
C 2.3739 -1.0870 0.8104
C 3.6047 3.7696 0.1663
C 1.2989 -1.5891 -2.6389


The highest HOMO-LUMO gap belongs to which entry? C7F27HfN3O15PS7


Copy entry 4 word for word.
ORCA calculation (ωB97M-V with the def2-TZVPD basis set) on a single C7H10 molecule in a non-equilibrium geometry.

Values from the calculation:
* largest force on an atom: 0.101 hartree/bohr
* SMILES string: C=CC(=C)C(=C)C
* HOMO-LUMO gap: 8.58 eV
* energy relative to the best compared isomer or geometry (same formula, charge and spin): 4.3218 eV

Atoms and positions in Å:
C (2.244, 0.007, 1.603)
C (1.144, -0.564, 1.024)
C (0.357, 0.406, 0.204)
C (0.972, 1.451, -0.483)
C (-0.847, -0.309, -0.337)
C (-1.225, -1.604, -0.127)
C (-2.017, 0.521, -0.995)
H (3.103, -0.459, 2.242)
H (2.721, 0.991, 1.381)
H (1.200, -1.587, 0.756)
H (1.992, 1.392, -0.714)
H (0.340, 1.936, -1.199)
H (-0.682, -2.381, 0.524)
H (-2.278, -1.843, -0.422)
H (-1.833, 0.953, -2.023)
H (-2.797, -0.077, -1.199)
H (-2.394, 1.165, -0.236)

Atoms 1-3, force components in eV/Å:
C 2.3739 -1.0870 0.8104
C 3.6047 3.7696 0.1663
C 1.2989 -1.5891 -2.6389